1.
{
  "formula": "C27H51N2O2P3Sn",
  "method": "ωB97M-V with the def2-TZVPD basis set",
  "e_tot_ha": -2556.107368,
  "e_homo_ha": [-0.6174, -0.6174],
  "total_charge": 4,
  "fmax_ev_per_a": 8.2,
  "lumo_energy_ev": [-12.7, -13.5],
  "gap_ev": [4.1, 3.3],
  "species": ["Sn", "P", "P", "P", "H", "C", "C", "H", "C", "C", "C", "C", "C", "C", "C", "C", "C", "H", "H", "H", "H", "H", "H", "H", "H", "H", "H", "H", "H", "H", "H", "H", "H", "H", "H", "H", "H", "H", "H", "H", "H", "H", "H", "H", "H", "H", "C", "C", "C", "C", "C", "C", "O", "H", "H", "H", "H", "H", "H", "C", "C", "N", "C", "C", "C", "O", "C", "C", "C", "C", "N", "C", "H", "H", "H", "H", "H", "H", "H", "H", "H", "H", "H", "H", "H", "H"],
  "positions_angstrom": [[0.676420, 0.443087, -0.216013], [0.950220, -1.442113, -1.514213], [2.930720, 0.383087, 0.344487], [-1.381980, 0.839187, -1.199813], [2.256020, 2.556687, -1.307913], [1.201920, 2.369687, -1.094213], [0.728020, 2.550587, 0.270587], [1.438820, 2.851587, 1.035187], [1.596920, -1.275413, -3.252713], [2.075320, -2.816313, -0.961413], [-0.486980, -2.558113, -1.903013], [3.673320, 1.860387, 1.175987], [3.691820, -0.900213, 1.448887], [4.104620, 0.284687, -1.084413], [-2.184480, 2.486587, -0.938213], [-2.875380, -0.204813, -0.862313], [-1.422780, 0.839387, -3.050013], [0.580820, 2.733587, -1.915013], [-0.234580, 3.028287, 0.430687], [1.682620, -2.245913, -3.757813], [2.576520, -0.792313, -3.230713], [0.926920, -0.629413, -3.825113], [2.060520, -3.644013, -1.679913], [1.739020, -3.184113, 0.012887], [3.104820, -2.466913, -0.858313], [-0.155980, -3.422613, -2.489913], [-1.252480, -2.028613, -2.474213], [-0.934880, -2.911213, -0.970013], [4.745520, 1.694987, 1.326087], [3.195620, 2.020987, 2.146487], [3.532820, 2.756287, 0.566587], [4.774920, -0.944713, 1.289087], [3.260820, -1.884913, 1.266587], [3.505520, -0.629213, 2.490187], [5.138720, 0.444587, -0.758213], [3.829720, 1.045687, -1.818813], [4.036820, -0.694013, -1.564513], [-3.116880, 2.533187, -1.510613], [-1.522180, 3.289787, -1.270313], [-2.405980, 2.635987, 0.121587], [-3.708480, 0.096687, -1.507113], [-3.178780, -0.080013, 0.180587], [-2.657980, -1.260213, -1.030013], [-2.396080, 1.174087, -3.426313], [-1.221680, -0.161713, -3.437113], [-0.639880, 1.509587, -3.414213], [-0.351980, 0.442887, -7.795013], [0.330120, 0.850087, -8.945313], [0.503320, 2.210287, -9.201213], [0.001220, 3.165987, -8.318413], [-0.678880, 2.747587, -7.172013], [-0.858980, 1.393087, -6.904213], [-0.554780, -0.882013, -7.487713], [-0.154780, -1.426613, -8.184713], [0.723220, 0.106187, -9.636313], [1.034320, 2.519587, -10.097013], [0.137420, 4.223787, -8.520313], [-1.074580, 3.482887, -6.476913], [-1.385680, 1.056887, -6.016613], [-4.071780, -2.965313, 6.665487], [-2.663580, -2.505113, 7.028487], [-2.133080, -1.517513, 6.077987], [-2.081480, -0.117413, 6.573387], [-1.170880, 0.127787, 7.803787], [-1.775880, -1.905313, 4.772987], [-2.088180, -3.009713, 4.354987], [-0.900780, -1.062413, 3.878187], [0.061520, -0.357513, 4.594487], [0.892120, 0.498887, 3.998587], [0.833920, 0.612887, 2.653787], [0.056820, -0.113513, 1.811587], [-0.861780, -0.977013, 2.413787], [-4.744980, -2.082813, 6.650687], [-4.417980, -3.663213, 7.456587], [-4.095580, -3.480413, 5.693987], [-2.759180, -2.067713, 8.039887], [-1.957680, -3.358013, 7.113687], [-1.816680, 0.602787, 5.774687], [-3.107880, 0.182887, 6.865287], [-0.104680, -0.119813, 7.651187], [-1.212480, 1.208087, 8.064287], [-1.504980, -0.430213, 8.699087], [0.188520, -0.459713, 5.641687], [1.599220, 1.082887, 4.578587], [1.458920, 1.302887, 2.306587], [-1.529880, -1.568813, 1.808587]],
  "atomic_forces_ev_per_a": [[-0.83, 0.40, 2.29], [0.96, -6.88, -4.42], [7.09, -0.31, 2.09], [-6.90, 1.24, -2.55], [-0.12, -0.27, 0.15], [0.28, 1.93, -0.34], [0.31, 2.68, -0.29], [-0.02, -0.24, -0.16], [0.02, 1.19, 0.28], [0.22, 0.65, 0.85], [-0.58, 0.74, 0.52], [-0.69, 0.31, -0.13], [-0.78, -0.16, -0.01], [-0.90, -0.08, -0.50], [0.69, 0.11, 0.39], [0.60, -0.33, 0.44], [0.96, -0.29, 0.10], [-0.06, -0.24, 0.18], [-0.03, -0.34, -0.01], [-0.15, 0.09, 0.50], [-0.07, -0.09, -0.11], [0.10, -0.09, -0.04], [-0.23, 0.37, -0.01], [0.06, -0.08, -0.11], [-0.11, -0.14, -0.03], [0.24, 0.31, 0.19], [0.07, -0.16, 0.05], [0.00, -0.09, -0.11], [-0.24, -0.17, -0.10], [0.32, 0.06, -0.09], [0.17, -0.04, 0.10], [-0.24, 0.15, -0.12], [0.14, 0.03, 0.15], [-0.02, -0.06, -0.06], [-0.34, 0.01, 0.17], [0.23, -0.05, -0.04], [0.15, 0.11, 0.03], [0.20, -0.23, 0.09], [-0.18, -0.01, 0.00], [-0.07, -0.01, -0.10], [0.30, 0.08, 0.06], [-0.01, 0.01, -0.07], [-0.17, 0.07, 0.04], [0.12, -0.04, 0.41], [-0.10, 0.12, -0.06], [-0.10, -0.01, -0.12], [-0.47, -2.83, 0.55], [0.84, 1.22, -1.41], [0.33, -1.75, -0.61], [0.07, 0.37, -0.16], [-0.75, -1.36, 1.30], [-0.35, 1.92, 0.76], [0.53, 2.83, -0.60], [-0.08, -0.27, -0.06], [-0.06, 0.15, 0.05], [-0.09, -0.06, 0.12], [-0.02, -0.09, 0.00], [0.03, -0.10, -0.17], [0.00, 0.05, -0.20], [-0.30, -0.18, 0.10], [-0.38, -0.87, 0.20], [1.55, 1.42, -1.69], [-0.23, 0.35, 0.45], [-0.04, 0.24, 0.15], [-1.91, -1.51, 1.61], [0.42, 0.19, -0.44], [0.36, 0.94, -1.31], [-0.90, -1.09, 0.42], [1.17, 1.01, -0.34], [-1.72, -2.06, 0.61], [-1.12, -1.05, 2.07], [0.89, 0.83, 2.53], [0.24, -0.58, -0.03], [0.07, 0.43, -0.54], [-0.08, 0.22, 0.43], [0.51, 0.16, -0.69], [-0.40, 0.48, -0.21], [-0.12, -0.58, 0.18], [0.39, -0.28, -0.16], [-0.42, -0.03, -0.07], [-0.04, -0.67, -0.16], [0.14, 0.27, -0.56], [-0.41, -0.44, 0.84], [-0.03, 0.04, -0.18], [2.14, 2.45, -2.10], [-0.01, -0.05, -0.14]],
  "mulliken_charge": [1.382, 0.753, 0.496, 0.433, 0.374, -0.663, -0.754, 0.498, -1.125, -1.324, -1.288, -1.291, -1.333, -1.110, -1.452, -1.357, -1.670, 0.410, 0.325, 0.498, 0.354, 0.167, 0.537, 0.435, 0.453, 0.550, 0.411, 0.429, 0.557, 0.389, 0.413, 0.443, 0.315, 0.440, 0.557, 0.298, 0.372, 0.521, 0.419, 0.450, 0.488, 0.479, 0.345, 0.573, 0.501, 0.414, 0.811, -0.495, -0.523, -0.442, -0.323, -0.209, -0.383, 0.355, 0.367, 0.430, 0.452, 0.424, 0.519, -1.085, -0.532, 0.331, -0.674, -0.953, 0.066, -0.611, -0.065, -0.491, -1.677, -0.670, 0.228, -0.430, 0.279, 0.387, 0.302, 0.255, 0.374, 0.387, 0.364, 0.278, 0.367, 0.361, 0.725, 0.598, 1.013, 0.781]
}

---

2.
{
  "formula": "C27H51N3O6",
  "method": "ωB97M-V with the def2-TZVPD basis set",
  "e_tot_ha": -1674.950327,
  "e_homo_ha": -0.3476,
  "fmax_ev_per_a": 3.3,
  "e_above_lowest_kcal_mol": 4.44,
  "lumo_energy_ev": 0.2,
  "gap_ev": 9.6,
  "smiles": "c1ccncc1.c1ccncc1.c1ccncc1.CCO.CCO.CCO.CCO.CCO.CCO",
  "species": ["C", "C", "O", "H", "H", "H", "H", "H", "H", "C", "C", "O", "H", "H", "H", "H", "H", "H", "C", "C", "O", "H", "H", "H", "H", "H", "H", "C", "C", "O", "H", "H", "H", "H", "H", "H", "C", "C", "O", "H", "H", "H", "H", "H", "H", "C", "C", "O", "H", "H", "H", "H", "H", "H", "N", "C", "C", "C", "C", "C", "H", "H", "H", "H", "H", "N", "C", "C", "C", "C", "C", "H", "H", "H", "H", "H", "N", "C", "C", "C", "C", "C", "H", "H", "H", "H", "H"],
  "positions_angstrom": [[3.521319, -4.078245, 1.724605], [2.742237, -4.748078, 0.588574], [1.598849, -4.017599, 0.199945], [4.332960, -4.658207, 2.107860], [2.831593, -3.826584, 2.552564], [3.913134, -3.110861, 1.325589], [2.359746, -5.724231, 0.939393], [3.492716, -4.921767, -0.193090], [1.930938, -3.423606, -0.514408], [1.338085, 5.057643, 3.848575], [1.049937, 3.578429, 3.468305], [2.067525, 2.690030, 3.903776], [0.637712, 5.771136, 3.321211], [2.351009, 5.382706, 3.609153], [1.260764, 5.050492, 4.928063], [0.894581, 3.658976, 2.419731], [0.098378, 3.171638, 3.930948], [1.829711, 1.800193, 3.632615], [-3.510697, -4.736845, -0.832441], [-2.081669, -5.024295, -1.199727], [-1.356557, -5.385077, -0.027675], [-3.610959, -4.002054, -0.036090], [-4.079381, -5.634960, -0.581199], [-3.972791, -4.339146, -1.688336], [-1.671638, -4.131360, -1.656962], [-2.029153, -5.749619, -1.957394], [-0.450012, -5.622079, -0.361951], [2.514236, 4.204614, -0.277001], [1.429377, 5.296743, -0.278740], [0.431436, 4.968599, 0.626368], [2.781522, 3.943201, 0.735174], [3.479813, 4.440032, -0.815441], [2.253655, 3.274431, -0.836095], [1.208428, 5.449636, -1.337452], [1.817403, 6.271551, 0.017231], [-0.060431, 4.207730, 0.236419], [-3.013283, 4.785585, 1.601571], [-2.958972, 5.834599, 0.555793], [-1.856125, 6.786199, 0.628443], [-2.846153, 5.250123, 2.584332], [-2.345746, 3.951533, 1.321398], [-4.049560, 4.538785, 1.580492], [-3.819744, 6.445145, 0.405922], [-2.846488, 5.295503, -0.406777], [-1.117579, 6.137944, 0.708712], [2.876572, -0.240173, -0.824582], [2.396689, -1.180021, -1.915278], [3.267042, -2.281150, -2.275901], [3.628207, 0.511114, -1.109742], [3.171744, -0.827642, 0.023940], [2.001178, 0.352115, -0.527238], [2.169671, -0.522724, -2.748931], [1.433559, -1.649268, -1.606665], [4.210879, -2.025746, -2.117723], [0.329253, 0.137809, 3.262611], [0.422166, -1.065063, 2.699903], [-0.421050, -2.168546, 3.086404], [-1.259973, -1.927845, 4.119312], [-1.375795, -0.700429, 4.741421], [-0.558068, 0.330586, 4.310601], [1.188515, -1.216343, 1.951725], [-0.211456, -3.149003, 2.696780], [-1.899716, -2.760352, 4.492081], [-2.108446, -0.583008, 5.576002], [-0.653222, 1.350001, 4.661587], [-1.365185, -4.823324, -6.077748], [-1.801388, -3.621264, -6.427956], [-1.126775, -2.504446, -6.092369], [-0.033881, -2.553864, -5.273293], [0.474986, -3.794473, -4.993333], [-0.200166, -4.919386, -5.381121], [-2.777122, -3.541100, -6.861388], [-1.457903, -1.478823, -6.252693], [0.409654, -1.682257, -4.921556], [1.382461, -3.748787, -4.391188], [0.112124, -5.950516, -5.110891], [-1.006340, 2.739694, -0.576866], [-0.671392, 1.778648, 0.300583], [-1.210756, 0.502583, 0.257095], [-2.188530, 0.176904, -0.711168], [-2.501798, 1.159940, -1.719076], [-1.908197, 2.393324, -1.574728], [-0.002671, 2.130869, 1.060407], [-1.085485, -0.210994, 1.064695], [-2.694169, -0.768801, -0.680922], [-3.148132, 0.951511, -2.539423], [-2.297177, 3.271658, -2.095393]],
  "atomic_forces_ev_per_a": [[-1.26, 1.62, -0.36], [0.68, -1.13, 1.35], [0.80, 0.96, -1.35], [0.52, -0.50, 0.09], [0.35, -0.15, -0.28], [-0.08, -0.60, 0.42], [0.29, 0.27, -0.22], [-0.61, -0.03, -0.41], [-0.61, -0.43, 0.65], [-0.59, -0.71, 0.15], [-0.89, 0.40, 0.93], [0.56, 0.76, -0.19], [0.53, -0.96, 0.84], [0.07, -0.36, -0.23], [-0.17, 0.81, 0.33], [0.14, -0.83, -1.14], [0.57, 1.06, -0.47], [-0.26, -0.27, -0.17], [0.06, -0.64, 0.64], [-0.27, 1.16, 1.31], [1.38, -0.55, -1.03], [0.18, -0.06, 0.15], [0.21, 0.00, 0.24], [-0.80, 0.67, -1.23], [0.37, 0.51, 0.02], [0.02, -1.43, -0.93], [-1.13, 0.45, 0.89], [1.27, -0.37, -1.08], [2.28, -0.04, -0.77], [-1.41, -0.54, -0.42], [0.07, -0.19, 0.38], [-0.96, 0.50, 0.62], [-0.58, 0.55, 0.61], [-1.17, -0.10, 0.00], [0.27, -0.13, 0.31], [0.00, 0.36, 0.06], [0.20, 0.72, 0.61], [1.68, 1.01, -2.29], [-0.16, -1.96, 0.44], [0.36, -0.50, -0.13], [-0.40, 0.32, 0.68], [-0.79, -1.13, 0.22], [-0.91, 0.32, 0.50], [-0.12, 0.18, 0.06], [0.21, 1.11, -0.05], [-0.57, 0.15, -0.04], [-0.29, -0.06, 0.06], [0.73, 0.92, 0.58], [0.05, -0.62, -0.09], [0.45, -0.04, 0.65], [0.10, -0.10, 0.08], [0.00, -0.33, -0.71], [0.63, 0.27, -0.17], [-1.29, -0.18, -0.24], [-0.49, 0.10, 1.05], [-1.14, -0.80, 1.17], [2.41, 1.63, -0.62], [-1.78, -1.74, 1.00], [-0.31, 0.95, 0.82], [0.33, -0.86, -1.88], [0.01, 0.14, -0.18], [-0.33, -0.15, -0.34], [0.53, 0.67, -0.30], [0.81, 0.08, -0.84], [0.21, -0.12, 0.23], [0.73, -0.85, 0.49], [-0.28, -1.22, 0.23], [0.13, 3.17, 0.89], [-0.40, -1.55, -1.17], [1.44, 0.50, 1.39], [-1.32, -0.81, -0.81], [-0.31, -0.24, -0.58], [-0.56, -0.41, -0.58], [0.82, 1.36, 0.53], [-0.10, -0.83, -0.05], [-0.13, 0.90, -0.28], [-1.18, -1.38, -0.93], [-0.43, 0.70, -1.17], [-1.86, -0.78, -0.31], [1.04, 2.05, -0.77], [1.26, -1.23, 2.01], [0.58, 1.47, 1.60], [0.40, -0.35, 0.51], [0.38, 0.23, -0.19], [-0.05, -0.33, -0.07], [-0.57, -0.05, -0.27], [0.45, -0.40, -0.43]],
  "mulliken_charge": [-0.905, -0.224, -0.154, 0.401, 0.163, 0.171, 0.250, 0.314, 0.009, -1.291, 1.412, -0.632, 0.211, 0.337, 0.409, -0.641, -0.143, 0.357, -1.338, 0.068, -0.525, 0.290, 0.351, 0.409, 0.144, 0.332, 0.269, -0.941, -0.370, -0.246, 0.225, 0.402, 0.155, 0.325, 0.359, 0.308, -0.618, -0.238, -0.600, 0.235, -0.036, 0.401, 0.456, 0.034, 0.354, -0.619, -0.115, -0.509, 0.427, 0.163, -0.060, 0.314, 0.122, 0.303, -0.022, -0.690, -0.582, -0.112, -0.780, 0.119, 0.690, 0.456, 0.335, 0.352, 0.214, -0.568, -0.186, -0.494, -0.108, -0.267, -0.298, 0.371, 0.310, 0.524, 0.346, 0.363, -0.236, -0.188, -0.031, -0.543, -0.680, -0.636, 0.518, 0.029, 0.641, 0.484, 0.396]
}